Computed, not measured: 2 unconnected molecules or ions with the total composition C5H14O2S, with the ωB97M-V functional and the def2-TZVPD basis.

Output
Net charge ... -1
Energy ... -20340.1029 eV
2S+1 ... 2
Gap between HOMO and LUMO (spin up / spin down) ... 0.0856 / 0.3163 Eh
Expectation value of S² ... 0.7504

Geometry as XYZ:
```
22
Properties=species:S:1:pos:R:3:nbo_charge:R:1
S 1.20 -0.04 -2.41 0.0711
O -1.00 3.66 2.02 -1.1736
O 0.90 -1.88 2.28 -0.8132
C -0.31 -1.82 0.16 -0.4281
C -0.26 -0.33 -0.03 -0.6134
C -0.34 -2.24 1.64 -0.0973
C 1.07 0.14 -0.50 -0.5168
C 0.20 1.28 -3.16 -0.7757
H -0.31 2.00 -2.50 0.2384
H -0.62 0.21 0.87 0.1632
H -1.10 0.00 -0.67 0.2157
H 1.09 -0.93 2.15 0.4377
H 0.88 1.67 -3.92 0.2169
H -1.27 -2.21 -0.25 0.1936
H -0.71 0.85 -3.62 0.2025
H -1.02 -1.61 2.22 0.1602
H 0.41 -2.43 -0.38 0.2031
H 1.95 -0.61 -0.41 0.2195
H -0.78 2.73 1.80 0.3283
H 1.30 1.14 -0.13 0.2079
H -0.50 -3.29 1.89 0.1690
H -0.77 3.72 2.96 0.3909
```

Computed, not measured: 2 unconnected molecules or ions with the total composition C8H16N2O, with the ωB97M-V functional and the def2-TZVPD basis.

Output
Net charge ... +2
Energy ... -13565.8412 eV
Gap between HOMO and LUMO ... 0.4223 Eh

Geometry as XYZ:
```
27
Properties=species:S:1:pos:R:3:nbo_charge:R:1
O 11.78 -1.86 -0.64 -0.3201
N 12.17 -0.70 1.15 -0.2032
N 12.64 -0.04 0.09 -0.1113
C -14.27 -1.50 -0.24 -0.5960
C -12.74 -1.21 -0.46 -0.4152
C 13.27 1.25 0.25 -0.2373
C 12.49 2.35 -0.45 -0.6188
C -13.05 -0.36 0.65 0.1932
C 12.39 -0.76 -0.99 0.4211
C -13.28 1.08 0.52 -0.6976
C 11.66 -1.79 0.69 0.3403
H 13.32 1.43 1.32 0.2612
H 14.29 1.19 -0.16 0.2423
H 12.47 2.21 -1.53 0.2172
H -12.31 1.55 0.68 0.3027
H 12.63 -0.53 -2.01 0.2615
H -12.53 -0.73 -1.41 0.2646
H -14.82 -1.15 -1.11 0.2896
H -14.39 -2.56 -0.06 0.2985
H -12.90 -0.75 1.65 0.2578
H 12.96 3.30 -0.24 0.2571
H 11.19 -2.57 1.26 0.2595
H -14.76 -1.02 0.63 0.3065
H -12.11 -2.08 -0.30 0.2731
H -13.61 1.37 -0.48 0.2558
H 11.47 2.40 -0.08 0.2306
H -13.96 1.48 1.27 0.2671
```

Computed, not measured: 2 unconnected molecules or ions with the total composition C3H3N3O4, with the ωB97M-V functional and the def2-TZVPD basis.

Output
Energy ... -15811.4757 eV
Gap between HOMO and LUMO (spin up / spin down) ... 0.2807 / 0.3119 Eh

Geometry as XYZ:
```
13
Properties=species:S:1:pos:R:3:nbo_charge:R:1
O -0.52 -2.42 -2.02 -0.2253
O 1.63 0.93 1.88 -0.5560
O -0.03 0.62 0.35 -0.5199
O -1.87 -0.64 -2.12 -0.2565
N -1.01 -1.38 -1.83 0.5340
N 1.34 -1.78 -0.28 -0.0551
N 1.09 -2.78 -0.82 0.0065
C 1.73 -0.73 0.17 0.0517
C 1.17 0.34 0.95 0.6919
C -0.74 1.75 0.84 -0.2685
H -1.80 1.50 0.78 0.1971
H -0.53 2.62 0.22 0.1894
H -0.46 1.96 1.88 0.2107
```

Computed, not measured: a molecular structure, C26H13Cl6FIrN2O2S2, with the ωB97M-V functional and the def2-TZVPD basis.

Output
Net charge ... -2
Energy ... -136611.1040 eV
2S+1 ... 2
Gap between HOMO and LUMO (spin up / spin down) ... 0.2077 / 0.1979 Eh
Expectation value of S² ... 0.7661

Geometry as XYZ:
```
53
Properties=species:S:1:pos:R:3:nbo_charge:R:1
Ir -0.04 -1.50 0.47 1.1930
Cl 0.05 2.13 2.31 -0.0272
Cl 0.63 -5.93 -4.96 -0.0235
Cl 2.51 -4.13 -3.18 -0.0254
Cl -3.60 -4.36 -1.95 -0.0217
Cl 3.67 -1.90 2.38 -0.0306
Cl -2.41 -6.15 -4.27 -0.0237
S -3.96 -0.48 2.72 0.3270
S -1.58 -2.36 2.82 -0.1945
F 2.75 5.02 -0.41 -0.3535
O -1.52 -2.78 -0.53 -0.7500
O 1.07 -2.87 -0.90 -0.7178
N -2.04 -0.54 0.99 -0.5632
N 1.08 -0.60 1.72 -0.5513
C -2.43 -1.14 2.09 -0.0654
C 1.66 1.55 2.63 -0.1230
C 2.23 3.76 -0.56 0.3705
C 1.22 1.19 -0.95 -0.0767
C 3.26 -0.24 2.67 -0.1323
C -3.71 2.15 -0.90 -0.2121
C -4.98 1.59 1.07 -0.2263
C 0.45 2.34 -1.23 -0.1787
C -4.02 0.64 1.38 -0.2353
C 2.59 2.40 3.17 -0.2232
C 3.88 1.94 3.47 -0.3411
C -1.90 -4.34 -2.28 -0.1777
C 0.95 3.61 -1.05 -0.2946
C -0.02 -5.04 -3.62 -0.1195
C -1.08 -3.54 -1.48 0.3515
C 0.32 -3.55 -1.72 0.2586
C 1.94 0.18 2.30 0.1602
C 0.75 -0.17 -1.23 -0.5259
C -2.76 1.20 -0.60 -0.2423
C -1.37 -5.11 -3.33 -0.1106
C -2.90 0.44 0.55 0.2260
C 4.19 0.61 3.23 -0.2262
C -4.82 2.35 -0.08 -0.2534
C 2.50 1.41 -0.44 -0.1123
C 0.81 -4.25 -2.81 -0.1437
C 3.02 2.68 -0.25 -0.3035
H -0.09 -0.27 -1.92 0.1992
H 0.37 4.49 -1.29 0.2109
H 5.17 0.22 3.47 0.2058
H 2.32 3.43 3.38 0.2096
H -5.56 3.09 -0.34 0.1958
H -0.55 2.22 -1.62 0.1999
H 3.10 0.54 -0.19 0.2155
H -5.84 1.74 1.72 0.2033
H -1.90 1.01 -1.23 0.2220
H 4.61 2.61 3.90 0.1933
H 4.03 2.82 0.11 0.2228
H -3.61 2.75 -1.80 0.1994
H 1.55 -0.87 -1.42 0.2415
```

Computed, not measured: 2 unconnected molecules or ions with the total composition C10H12B2F7INO8PS, with the ωB97M-V functional and the def2-TZVPD basis.

Output
Energy ... -77042.9918 eV
Gap between HOMO and LUMO ... 0.2703 Eh

Geometry as XYZ:
```
43
Properties=species:S:1:pos:R:3:nbo_charge:R:1
I -4.11 -1.97 -0.52 -0.0859
S -0.25 0.64 -1.01 0.4239
P -3.39 0.23 -1.14 0.9640
F 3.85 -0.93 2.57 -0.3111
F 0.43 -0.27 3.15 -0.3216
F 2.26 0.69 3.91 -0.3209
F 2.31 -2.45 2.46 -0.3113
F 1.69 -1.29 4.55 -0.2949
F -1.15 -1.67 -6.75 -0.5339
F -2.39 -3.56 -6.48 -0.5305
O -0.47 3.31 1.78 -0.5079
O -2.02 -2.16 -4.60 -0.6289
O -1.60 1.97 3.44 -0.8782
O 0.31 3.19 4.04 -0.8907
O -0.24 -3.46 -5.49 -0.6372
O 0.79 -3.85 -3.53 -0.5678
O -1.41 -2.24 -2.46 -0.6605
O -2.80 0.03 -2.64 -0.9986
N -0.61 2.37 0.81 -0.0405
C -1.94 2.05 0.28 -0.2856
C -0.09 -3.36 -4.19 0.6742
C -1.24 -2.52 -3.63 0.7009
C 2.53 -1.11 2.35 0.6146
C 2.67 0.63 0.49 -0.4062
C 1.75 1.86 0.66 -0.4843
C 0.34 1.69 0.24 0.2186
C 2.09 -0.71 0.96 -0.4866
C -1.87 0.58 -0.09 -0.6459
C 1.71 -0.46 3.50 0.9132
B -1.47 -2.71 -5.90 1.2569
B -0.59 2.79 3.10 1.2572
H -1.45 1.70 4.35 0.5184
H 1.01 -0.78 0.91 0.2381
H -2.31 2.70 -0.50 0.2522
H 2.15 2.65 0.01 0.2771
H 1.85 2.25 1.67 0.2315
H 2.46 -1.48 0.29 0.2717
H 3.55 0.83 1.08 0.2414
H 3.03 0.55 -0.53 0.2401
H -2.64 2.06 1.11 0.2576
H -2.33 -0.84 -2.68 0.5146
H -1.63 -0.09 0.73 0.2572
H 1.22 3.12 3.72 0.5056
```

Computed, not measured: C8H10N4 in the gas phase, with the ωB97M-V functional and the def2-TZVPD basis.

Output
Energy ... -14416.6635 eV
Structure (SMILES) ... CC1(C)N=Nc2ccncc2N1
Gap between HOMO and LUMO ... 0.3060 Eh

Geometry as XYZ:
```
22
Properties=species:S:1:pos:R:3:nbo_charge:R:1
N 0.22 1.65 -0.29 -0.1338
N 0.79 -0.93 -0.47 -0.5899
N 1.46 1.32 -0.27 -0.1123
N -2.87 -1.05 0.05 -0.3800
C 2.18 -0.21 1.50 -0.6260
C 3.05 -0.42 -0.72 -0.5997
C -1.61 -1.46 -0.12 -0.0050
C -2.16 1.24 0.07 -0.2067
C -3.10 0.26 0.17 -0.0077
C -0.50 -0.58 -0.15 0.1239
C -0.82 0.76 -0.05 0.0346
C 1.82 -0.07 0.04 0.1755
H 2.65 -1.21 1.67 0.2103
H 1.29 -0.15 2.07 0.2137
H 0.88 -1.93 -0.20 0.3869
H 2.88 0.57 1.69 0.2318
H -2.44 2.23 -0.08 0.2347
H 3.21 -1.49 -0.55 0.2031
H -4.17 0.53 0.39 0.1942
H 4.02 0.13 -0.49 0.2294
H -1.60 -2.50 -0.35 0.1967
H 2.83 -0.27 -1.79 0.2265
```

> Number 3 is which compound?

C3H3N3O4